# 1
{"formula": "C31H40F24N2O8S2", "method": "wB97M-V/def2-TZVPD", "elements": ["C", "C", "N", "C", "C", "C", "O", "C", "C", "C", "S", "C", "S", "N", "C", "C", "O", "C", "C", "O", "C", "O", "C", "C", "O", "H", "H", "H", "H", "H", "H", "H", "H", "H", "H", "H", "H", "H", "H", "H", "H", "H", "H", "H", "H", "H", "H", "H", "H", "H", "H", "H", "H", "F", "C", "F", "C", "F", "F", "C", "O", "C", "F", "F", "C", "F", "F", "H", "H", "H", "H", "F", "C", "F", "C", "F", "F", "C", "O", "C", "F", "F", "C", "F", "F", "H", "H", "H", "H", "F", "C", "F", "C", "F", "F", "C", "O", "C", "F", "F", "C", "F", "F", "H", "H", "H", "H"], "xyz": [[4.053768, -4.533609, 2.177725], [4.080594, -3.036116, 1.877481], [2.759596, -2.384949, 2.068932], [2.949428, -0.908249, 2.058731], [2.053527, -0.168330, 1.103925], [0.525233, -0.266165, 1.332662], [0.009082, -1.248094, 0.470380], [-0.098739, 1.084219, 0.962513], [-1.573667, 1.139032, 0.527067], [-2.619260, 0.580206, 1.503919], [-3.624251, -0.681450, 0.678478], [-3.822677, -2.045791, 1.746576], [-3.990614, -1.852181, 3.356307], [-3.895642, -3.223764, 1.018431], [-5.042529, -4.086827, 1.378633], [-4.717903, -5.220348, 2.310210], [-3.583922, -5.921862, 1.847910], [-2.477102, -5.044636, 1.937755], [-2.599498, -3.942937, 0.929286], [0.151844, -0.770801, 2.610249], [0.262558, 0.024122, 3.670588], [1.008724, 0.970903, 3.790490], [2.257260, -2.807313, 3.354043], [3.046054, -2.508042, 4.606820], [1.204199, -3.397724, 3.443704], [4.351396, -4.702045, 3.200250], [3.089735, -4.978019, 1.997790], [4.808507, -5.006317, 1.573088], [4.834243, -2.586115, 2.511312], [4.336079, -2.909703, 0.837354], [3.960291, -0.723177, 1.727221], [2.895493, -0.516328, 3.064992], [2.240778, -0.479008, 0.088726], [2.290351, 0.875332, 1.192121], [0.001875, -0.896882, -0.423304], [0.050963, 1.828120, 1.730507], [0.470620, 1.424515, 0.109078], [-1.686284, 0.686688, -0.443757], [-1.785951, 2.189140, 0.403363], [-3.308813, 1.371165, 1.742866], [-2.226243, 0.231005, 2.438900], [-5.524402, -4.430464, 0.475291], [-5.768604, -3.465177, 1.880913], [-4.533619, -4.848654, 3.310941], [-5.546261, -5.911116, 2.308936], [-2.375187, -4.644733, 2.936358], [-1.579950, -5.600052, 1.741215], [-1.812159, -3.231871, 1.116333], [-2.449830, -4.288093, -0.082593], [-0.411452, -0.273253, 4.473572], [2.451344, -1.826681, 5.194359], [3.212549, -3.404286, 5.175327], [3.975899, -1.999131, 4.392624], [-8.608051, 0.778782, -2.589147], [-9.828318, 0.576595, -2.062559], [-10.188641, 1.705941, -1.408748], [-9.840292, -0.589562, -1.067316], [-9.070588, -0.294463, -0.001456], [-11.129484, -0.664993, -0.625825], [-9.490352, -1.998851, -1.586270], [-8.180288, -2.505977, -1.372716], [-7.135772, -2.282512, -2.240254], [-7.543574, -1.700009, -3.384231], [-6.632380, -3.492231, -2.570707], [-5.999285, -1.504475, -1.571009], [-6.436240, -0.310615, -1.131228], [-5.017599, -1.286696, -2.474896], [-10.544541, 0.399241, -2.869846], [-10.114795, -2.662808, -0.991744], [-9.808097, -2.133740, -2.619799], [-5.599245, -2.072776, -0.727659], [7.146734, 0.556256, -0.794064], [8.458194, 0.861938, -0.750950], [9.107096, -0.185192, -0.195196], [8.727275, 2.111083, 0.096805], [8.402219, 1.873265, 1.383752], [10.076557, 2.290099, 0.046909], [8.107481, 3.449685, -0.353645], [6.916324, 3.901028, 0.283439], [5.660324, 3.545547, -0.133614], [5.673908, 2.890552, -1.312164], [4.966721, 4.691366, -0.334834], [4.900064, 2.764302, 0.943029], [5.550908, 1.635514, 1.279067], [3.688812, 2.420512, 0.450188], [8.829559, 1.001164, -1.770036], [8.843721, 4.196395, -0.063948], [8.029889, 3.510638, -1.438557], [4.771454, 3.368655, 1.843223], [1.679169, 2.792232, -5.027118], [1.929283, 2.427883, -3.758226], [1.062927, 1.437153, -3.432491], [1.732184, 3.586876, -2.775606], [0.437426, 3.965632, -2.755513], [2.017924, 3.060367, -1.552226], [2.633777, 4.829226, -2.919944], [2.117889, 5.979864, -3.577762], [2.195047, 6.165174, -4.937551], [2.966871, 5.239536, -5.536553], [2.786597, 7.363304, -5.139721], [0.806479, 6.255356, -5.581029], [0.100318, 5.132868, -5.359554], [0.954773, 6.409473, -6.916043], [2.947755, 2.035308, -3.688334], [2.782604, 5.170610, -1.897519], [3.622673, 4.564020, -3.292764], [0.259174, 7.107307, -5.172641]], "atomic_forces_ev_per_a": [[0.35, 0.56, 0.06], [-0.86, -0.65, -0.14], [0.63, 0.12, 0.55], [0.06, -0.82, -0.33], [-0.80, 0.12, 1.09], [0.58, 0.07, -1.44], [-0.40, -0.57, 0.32], [-0.70, -0.01, 0.11], [0.41, -0.27, 0.62], [-0.49, 0.34, -0.40], [0.78, -0.53, -0.58], [0.27, 0.99, 0.57], [0.00, -0.16, 0.27], [-0.69, -0.67, 0.17], [0.03, 0.61, 0.23], [0.15, -0.27, -0.51], [0.23, -0.24, 0.29], [-0.18, -0.22, -0.34], [0.00, 0.79, -0.33], [-0.53, 0.37, 0.22], [0.72, 0.74, 0.32], [-0.43, -0.50, -0.31], [-1.31, -0.68, -0.05], [0.10, 0.60, -0.51], [0.73, 0.27, -0.13], [-0.14, -0.22, 0.49], [-0.33, -0.17, -0.17], [0.19, -0.38, -0.32], [0.43, 0.37, 0.03], [0.20, 0.34, -0.32], [0.46, 0.16, -0.06], [-0.21, 0.33, 0.26], [0.08, -0.14, -0.39], [0.33, 0.43, 0.00], [-0.01, 0.04, -0.09], [0.29, 0.06, 0.38], [0.28, 0.22, -0.31], [-0.12, -0.25, -0.41], [-0.08, 0.41, -0.25], [-0.27, 0.34, 0.29], [0.18, -0.54, 0.32], [0.12, -0.37, -0.47], [-0.30, 0.32, 0.10], [-0.02, 0.11, 0.38], [-0.29, -0.30, 0.16], [-0.16, 0.23, 0.52], [0.42, -0.42, -0.21], [0.38, 0.44, 0.01], [-0.16, -0.38, -0.34], [-0.12, -0.40, 0.05], [-0.26, 0.17, 0.39], [0.03, -0.39, 0.19], [0.35, -0.04, 0.05], [0.17, -0.16, 0.03], [-0.25, 0.15, -0.06], [-0.01, -0.06, 0.02], [0.55, -0.17, 0.24], [0.05, 0.07, -0.03], [-0.14, -0.03, -0.14], [-0.20, -0.53, -0.20], [0.17, 0.65, 0.16], [-0.48, -0.21, -0.06], [0.00, 0.11, 0.10], [0.05, -0.06, -0.04], [0.23, 0.03, 0.19], [-0.19, 0.10, -0.09], [-0.07, -0.07, -0.06], [0.01, -0.04, 0.01], [0.00, 0.02, 0.07], [0.10, 0.22, -0.10], [0.00, -0.07, -0.07], [-0.15, 0.17, 0.07], [0.22, -0.15, -0.14], [0.01, 0.06, 0.02], [-0.43, 0.15, 0.41], [-0.06, -0.07, -0.02], [0.08, 0.03, -0.18], [0.10, 0.49, -0.28], [-0.05, -0.65, 0.18], [0.49, 0.26, -0.15], [0.03, -0.12, 0.08], [-0.09, 0.04, -0.03], [-0.18, -0.07, 0.31], [0.15, -0.09, -0.17], [0.12, 0.14, -0.04], [-0.02, 0.04, 0.01], [0.02, -0.01, 0.07], [-0.12, -0.23, -0.05], [0.00, 0.11, -0.10], [-0.03, 0.22, -0.05], [0.08, -0.25, 0.08], [0.01, 0.03, 0.05], [-0.32, 0.52, -0.23], [-0.02, -0.06, -0.08], [0.12, -0.09, 0.06], [0.48, 0.29, 0.20], [-0.50, -0.45, -0.24], [0.36, -0.06, 0.42], [-0.14, -0.09, 0.03], [0.04, 0.07, -0.06], [-0.16, 0.11, -0.07], [0.07, -0.16, 0.03], [0.03, 0.01, 0.03], [0.00, 0.04, 0.02], [-0.05, -0.01, 0.03], [-0.07, -0.15, -0.19], [0.06, 0.02, 0.00]], "mulliken_charge": [-1.38, -0.56, 0.40, -1.17, -1.05, 1.52, -0.48, -1.35, -1.22, -0.56, -0.13, 0.29, -0.19, 0.02, -0.86, -0.68, -0.43, -0.64, -0.01, -0.20, -0.21, -0.51, 0.47, -1.42, -0.54, 0.34, 0.30, 0.42, 0.41, 0.55, 0.73, 0.15, 0.43, 0.17, 0.46, 0.64, 0.51, 0.53, 0.43, 0.62, 0.14, 0.35, 0.56, 0.32, 0.39, 0.36, 0.39, -0.21, 0.38, 0.45, 0.37, 0.40, 0.38, -0.21, 0.06, -0.27, 0.91, -0.25, -0.33, -0.75, -0.35, 0.72, -0.30, -0.30, 1.04, -0.20, -0.29, 0.27, 0.39, 0.32, -0.57, -0.17, 0.06, -0.27, 0.89, -0.26, -0.32, -0.71, -0.39, 0.81, -0.28, -0.34, 0.18, -0.26, -0.12, 0.26, 0.40, 0.32, 0.27, -0.24, 0.14, -0.24, 0.92, -0.31, -0.28, -0.80, -0.42, 0.75, -0.29, -0.30, 0.20, -0.22, -0.26, 0.25, 0.38, 0.44, 0.24], "homo_lumo_gap_ev": 8.2, "total_charge": 0, "spin_multiplicity": 1, "e_homo_ev": -8.096, "smiles": "CCN(CC[C@](O)(CCCSC(=S)N1CCOCC1)OC=O)C(C)=O.FC(F)C(F)(F)COC(F)(F)C(F)F.FC(F)C(F)(F)COC(F)(F)C(F)F.FC(F)C(F)(F)COC(F)(F)C(F)F", "e_lumo_ev": 0.147}



# 2
{"formula": "C31H40N3O", "method": "wB97M-V/def2-TZVPD", "elements": ["C", "C", "N", "C", "C", "C", "C", "C", "H", "H", "H", "H", "H", "H", "H", "H", "H", "H", "H", "H", "H", "C", "N", "C", "O", "C", "C", "C", "C", "C", "C", "C", "C", "N", "C", "C", "C", "C", "C", "C", "C", "C", "C", "C", "C", "C", "C", "C", "H", "H", "H", "H", "H", "H", "H", "H", "H", "H", "H", "H", "H", "H", "H", "H", "H", "H", "H", "H", "H", "H", "H", "H", "H", "H", "H"], "xyz": [[3.521144, 0.090341, -5.336952], [3.168585, 0.805175, -4.042452], [2.462282, -0.127699, -3.095191], [3.386746, -1.276819, -2.773832], [3.744197, -2.054087, -4.029609], [3.056917, -1.397996, -5.265682], [1.520933, -1.404036, -5.006389], [1.212474, -0.634742, -3.729092], [3.027308, 0.598010, -6.172212], [4.603691, 0.138988, -5.494091], [4.076377, 1.166952, -3.539436], [2.515162, 1.667981, -4.236760], [4.290257, -0.852888, -2.313292], [2.899119, -1.929675, -2.036501], [4.831479, -2.054222, -4.158659], [3.409874, -3.090967, -3.916683], [3.306056, -1.933919, -6.186600], [0.994643, -0.931774, -5.842065], [1.156534, -2.431162, -4.900273], [0.687517, -1.274140, -3.002341], [0.561531, 0.229035, -3.938266], [0.226072, -1.193562, 5.097695], [0.062703, -1.406348, 3.681522], [-0.086014, -2.670036, 3.181690], [-0.057096, -3.715689, 3.827629], [-0.344090, -2.544572, 1.693719], [-1.692370, -3.148509, 1.324166], [-2.797343, -2.459198, 2.084666], [-3.157226, -2.896288, 3.362802], [-4.170655, -2.254265, 4.073191], [-4.834486, -1.161929, 3.505380], [-4.479686, -0.719390, 2.226856], [-3.473671, -1.378991, 1.517508], [-0.281007, -1.104128, 1.468704], [-0.488900, -0.583562, 0.244559], [-0.459162, 0.778757, -0.055816], [-0.725306, 1.306046, -1.318992], [-0.718653, 2.712282, -1.634407], [-1.075821, 3.196388, -2.926762], [-1.082563, 4.559854, -3.208876], [-0.734373, 5.491872, -2.220849], [-0.379273, 5.041546, -0.944397], [-0.368951, 3.681134, -0.652762], [-0.047430, -0.327548, 2.709929], [-1.211133, 0.636078, 3.072748], [-0.563996, 1.836952, 3.754513], [0.960486, 1.758113, 3.535217], [1.261472, 0.519635, 2.698896], [0.244041, -2.180163, 5.569564], [1.166909, -0.671115, 5.312195], [-0.607783, -0.615015, 5.519000], [0.478205, -3.045320, 1.158681], [-1.846442, -3.076807, 0.241730], [-1.642166, -4.206437, 1.607590], [-2.633295, -3.751879, 3.795692], [-4.438593, -2.614624, 5.068367], [-5.633381, -0.660715, 4.055662], [-4.981676, 0.134836, 1.768935], [-3.206238, -1.057962, 0.508628], [-0.673215, -1.323200, -0.539235], [-0.239856, 1.458284, 0.766292], [-1.018700, 0.607217, -2.112581], [-1.352407, 2.470049, -3.692079], [-1.359066, 4.908437, -4.202211], [-0.738502, 6.559453, -2.438011], [-0.106027, 5.748732, -0.164146], [-0.085502, 3.352961, 0.347211], [-1.732291, 0.926012, 2.154698], [-1.936936, 0.108757, 3.706967], [-0.962040, 2.772503, 3.341369], [-0.796217, 1.832190, 4.826750], [1.321055, 2.666020, 3.036037], [1.471604, 1.700408, 4.504588], [2.083822, -0.080037, 3.110240], [1.510340, 0.780415, 1.665915]], "atomic_forces_ev_per_a": [[0.08, -0.67, -0.68], [-0.59, -0.53, 1.07], [0.20, 0.05, 0.21], [-0.76, 1.19, 0.05], [0.04, -0.28, -0.90], [-0.20, 0.53, 0.92], [0.33, -0.36, -0.67], [0.83, 0.54, 0.67], [0.17, -0.19, -0.09], [-0.14, -0.09, -0.20], [-0.35, -0.04, 0.00], [0.11, -0.21, 0.22], [-0.35, -0.03, 0.01], [0.02, 0.29, -0.08], [-0.14, -0.15, -0.15], [0.14, 0.04, -0.24], [-0.07, 0.11, 0.19], [0.10, -0.24, -0.08], [0.09, 0.04, -0.26], [0.17, 0.15, -0.05], [0.22, -0.13, 0.11], [0.07, 0.24, 0.36], [-0.17, -0.96, -0.40], [0.08, -0.48, 1.16], [-0.01, 1.35, -1.08], [0.58, -0.56, -0.10], [-0.15, -0.14, 0.23], [-0.46, -0.07, -0.11], [0.01, -0.01, 0.08], [0.06, 0.11, -0.14], [0.10, 0.05, -0.09], [0.07, -0.12, 0.02], [-0.10, 0.05, 0.24], [-0.28, 1.12, -2.20], [0.42, -1.22, 1.79], [-0.19, 1.34, -0.89], [-0.03, -0.91, 1.08], [0.04, 1.24, -0.11], [0.15, -0.39, 0.58], [0.07, 0.02, 0.20], [-0.03, -0.52, 0.02], [0.00, -0.31, 0.03], [-0.11, -0.12, -0.39], [0.15, 0.01, 0.54], [0.04, -0.40, -0.33], [-0.23, 0.41, 0.28], [0.26, 0.45, 0.30], [-0.27, -0.40, -0.32], [0.03, 0.23, -0.09], [-0.17, -0.11, -0.01], [0.16, -0.12, -0.13], [-0.23, 0.14, 0.08], [-0.03, -0.10, 0.16], [-0.01, 0.15, -0.19], [-0.20, 0.26, -0.09], [0.03, 0.14, -0.33], [0.26, -0.15, -0.18], [0.05, -0.27, 0.19], [-0.17, -0.01, 0.20], [0.05, 0.22, 0.18], [-0.04, -0.18, -0.40], [0.24, 0.25, 0.19], [0.06, 0.22, 0.11], [0.05, -0.13, 0.22], [-0.01, -0.29, 0.01], [-0.06, -0.10, -0.21], [-0.05, 0.22, -0.26], [-0.01, -0.08, 0.25], [0.14, 0.15, -0.26], [0.02, -0.20, 0.21], [0.05, 0.10, -0.27], [0.04, -0.22, 0.18], [-0.06, 0.07, -0.28], [-0.19, 0.14, -0.25], [0.11, -0.08, 0.18]], "mulliken_charge": [-0.77, -0.70, -0.14, -0.57, -0.83, 0.09, -1.15, 0.46, 0.41, 0.36, 0.37, 0.24, 0.45, 0.07, 0.34, 0.43, 0.40, 0.40, 0.39, -0.15, -0.07, -1.02, 0.26, 0.14, -0.68, 0.13, -1.39, 0.26, -0.17, -0.78, -0.43, -0.84, 0.02, 0.53, -0.52, 0.79, -0.60, 0.56, -0.39, -0.73, -0.39, -0.70, -0.39, 0.72, -1.04, -0.92, -0.69, -1.22, 0.44, 0.28, 0.30, 0.39, 0.55, 0.61, 0.45, 0.41, 0.39, 0.41, 0.51, 0.55, -0.55, 0.49, 0.37, 0.40, 0.40, 0.41, 0.59, 0.34, 0.39, 0.36, 0.39, 0.41, 0.41, 0.44, 0.29], "homo_lumo_gap_ev": 5.9, "total_charge": 1, "spin_multiplicity": 1, "e_homo_ev": -10.628, "e_lumo_ev": -4.705, "relative_energy_kj_mol": 0.0}